{"formula": "C2H2Br2FNO", "method": "ωB97M-V with the def2-TZVPD basis set", "symbols": ["Br", "Br", "F", "O", "N", "C", "C", "H", "H"], "coordinates": [[2.446, 0.244, 0.120], [0.945, -1.217, -2.240], [0.448, 1.301, -1.219], [-0.835, -1.650, 0.105], [-0.990, 0.440, 0.987], [0.731, 0.091, -0.703], [-0.453, -0.507, 0.246], [-1.840, 0.070, 1.454], [-0.453, 1.227, 1.250]], "atomic_forces_ev_per_a": [[0.16, -0.01, 0.62], [-0.24, 0.91, 0.81], [-0.50, -0.12, 0.23], [0.31, 1.12, 0.42], [-2.01, -1.13, 0.87], [-0.15, -1.77, -0.99], [1.38, -0.97, -2.47], [1.04, 1.12, 0.09], [0.02, 0.86, 0.41]], "nbo_charge": [0.079, 0.029, -0.336, -0.561, -0.805, 0.139, 0.615, 0.425, 0.415], "e_above_lowest_ev": 0.000, "charge": 0, "homo_ev": -10.244, "energy_ev": -148446.13867, "e_lumo_ev": 0.337, "max_force_ev_per_a": 3.0}



{"formula": "C2H2Br3I", "method": "ωB97M-V with the def2-TZVPD basis set", "symbols": ["I", "Br", "Br", "Br", "C", "C", "H", "H"], "coordinates": [[2.345, 0.807, 0.407], [0.664, -0.984, -1.946], [-2.382, -0.474, -0.268], [0.035, -1.740, 1.558], [-0.756, -0.146, 0.608], [0.548, 0.487, -0.700], [-0.705, 0.695, 1.427], [0.252, 1.355, -1.085]], "atomic_forces_ev_per_a": [[-0.32, 0.11, -0.35], [0.11, 0.75, 0.04], [-0.09, 0.10, 0.24], [-0.77, 1.06, -0.88], [3.72, 2.12, 0.13], [-0.50, -5.73, 4.34], [-0.68, -1.67, -1.79], [-1.46, 3.26, -1.73]], "nbo_charge": [0.171, 0.076, 0.140, 0.038, -0.432, -0.404, 0.245, 0.166], "e_above_lowest_ev": 1.188, "charge": 0, "homo_ev": -9.641, "energy_ev": -220332.56450, "e_lumo_ev": -0.103, "max_force_ev_per_a": 7.2}



{"formula": "C2H2Br3N", "method": "ωB97M-V with the def2-TZVPD basis set", "symbols": ["Br", "Br", "Br", "N", "C", "C", "H", "H"], "coordinates": [[-1.482, -2.555, 2.804], [-1.828, 0.712, 2.810], [0.852, -0.819, 4.105], [0.592, 0.691, -0.910], [-0.347, 0.168, -0.452], [-0.544, -0.778, 2.667], [1.576, 0.902, -0.967], [-0.101, -0.563, 1.733]], "atomic_forces_ev_per_a": [[0.65, 1.41, -0.52], [0.62, -0.75, 0.28], [-0.87, 0.39, -1.05], [0.41, -0.29, 0.47], [0.07, 0.21, -0.34], [-1.03, -0.50, 2.25], [-0.42, 0.12, -0.25], [0.56, -0.59, -0.83]], "nbo_charge": [0.066, 0.077, 0.054, -0.731, 0.291, -0.408, 0.451, 0.199], "e_above_lowest_ev": 0.862, "charge": 0, "homo_ev": -10.182, "energy_ev": -213721.85721, "e_lumo_ev": -0.252, "max_force_ev_per_a": 2.5}



{"formula": "C2H2Br3NO2", "method": "ωB97M-V with the def2-TZVPD basis set", "symbols": ["Br", "Br", "Br", "O", "O", "N", "C", "C", "H", "H"], "coordinates": [[2.300, -0.552, -1.861], [2.836, -1.147, 1.335], [2.336, 1.799, 0.467], [-0.139, -2.157, 1.107], [-0.128, -2.267, -1.010], [-0.013, -1.676, 0.053], [1.836, -0.062, 0.006], [0.306, -0.223, 0.089], [0.010, 0.079, -0.838], [-0.179, 0.232, 0.971]], "atomic_forces_ev_per_a": [[0.43, 0.45, 0.96], [-0.49, 0.22, -0.80], [-0.47, -0.62, -0.62], [-0.55, -1.92, 3.54], [0.07, 0.66, 0.09], [-0.11, 0.46, -2.31], [0.66, 0.02, 0.48], [1.44, -0.56, 1.37], [-1.42, 1.61, -2.14], [0.44, -0.32, -0.57]], "nbo_charge": [0.119, 0.112, 0.109, -0.335, -0.382, 0.534, -0.274, -0.389, 0.243, 0.263], "e_above_lowest_ev": 0.000, "charge": 0, "homo_ev": -10.541, "energy_ev": -217815.11505, "e_lumo_ev": -0.672, "max_force_ev_per_a": 4.1}



{"formula": "C2H2Br3P", "method": "ωB97M-V with the def2-TZVPD basis set", "symbols": ["Br", "Br", "Br", "P", "C", "C", "H", "H"], "coordinates": [[-4.160, 0.546, 1.698], [-4.116, 0.969, -1.689], [-2.858, -2.599, -0.227], [-2.872, 1.430, 0.088], [-1.692, 0.184, 0.094], [-0.554, -0.337, 0.223], [0.417, 0.169, 0.612], [-0.419, -1.422, 0.112]], "atomic_forces_ev_per_a": [[0.30, 0.48, -0.27], [0.47, 0.14, 0.20], [0.33, 1.43, 0.07], [-1.50, -0.05, 0.44], [-1.85, -1.30, -0.81], [4.27, -0.81, 1.35], [-1.82, -0.31, -0.91], [-0.20, 0.42, -0.05]], "nbo_charge": [-0.116, -0.093, -0.520, 0.740, -0.169, -0.433, 0.272, 0.320], "e_above_lowest_ev": 2.718, "charge": 0, "homo_ev": [-8.940, -8.939], "energy_ev": -221520.07973, "e_lumo_ev": [-2.930, -2.931], "max_force_ev_per_a": 4.5}



{"formula": "C2H2Br4O2", "method": "ωB97M-V with the def2-TZVPD basis set", "symbols": ["Br", "Br", "Br", "Br", "O", "O", "C", "C", "H", "H"], "coordinates": [[2.965, -0.931, -1.222], [2.279, -0.078, 1.743], [-0.342, 0.887, -2.392], [-1.317, 2.585, 0.173], [-0.431, -0.065, 0.237], [-1.413, -0.927, 0.827], [2.307, -1.448, 0.389], [-1.110, 0.720, -0.599], [-2.185, 0.520, -0.682], [-0.755, -1.264, 1.526]], "atomic_forces_ev_per_a": [[0.33, 0.56, -0.42], [0.34, -0.29, -0.68], [-0.09, -0.29, 0.66], [0.34, -0.35, -0.13], [0.09, -0.08, -0.84], [1.86, -0.94, 1.93], [-0.52, -0.27, 1.24], [-1.27, 2.18, -0.60], [0.70, -0.66, -0.17], [-1.78, 0.16, -0.99]], "nbo_charge": [0.190, 0.069, 0.049, -0.058, -0.303, -0.412, -0.258, -0.003, 0.238, 0.489], "e_above_lowest_ev": 2.489, "charge": 0, "homo_ev": -9.354, "energy_ev": -286364.64732, "e_lumo_ev": -1.383, "max_force_ev_per_a": 2.8}



{"formula": "C2H2BrCl2I", "method": "ωB97M-V with the def2-TZVPD basis set", "symbols": ["I", "Br", "Cl", "Cl", "C", "C", "H", "H"], "coordinates": [[0.359, -2.162, -1.314], [0.855, 1.087, -1.882], [-0.900, 2.461, 0.274], [1.858, 1.704, 1.009], [-0.703, -1.701, 0.310], [0.487, 1.336, -0.034], [-1.692, -1.301, 0.325], [-0.263, -1.424, 1.312]], "atomic_forces_ev_per_a": [[-0.04, -0.84, -0.03], [0.04, 0.74, 0.69], [1.17, -1.19, -0.26], [-0.83, -0.47, -0.74], [0.43, 1.17, 2.55], [-0.37, 1.49, 0.20], [-0.70, -0.12, -0.97], [0.29, -0.78, -1.45]], "nbo_charge": [0.259, 0.148, 0.008, 0.049, -0.622, -0.233, 0.190, 0.202], "e_above_lowest_ev": 3.972, "charge": 0, "homo_ev": [-9.140, -8.136], "energy_ev": -105290.11333, "e_lumo_ev": [-0.418, -1.431], "max_force_ev_per_a": 2.8}



{"formula": "C2H2BrCl2I", "method": "ωB97M-V with the def2-TZVPD basis set", "symbols": ["I", "Br", "Cl", "Cl", "C", "C", "H", "H"], "coordinates": [[2.460, -0.726, -0.139], [-2.154, 0.749, -0.532], [-0.772, -1.923, -0.689], [-1.119, -0.714, 1.985], [0.943, 0.645, -0.208], [-0.863, -0.396, 0.235], [0.512, 0.903, -1.147], [0.993, 1.461, 0.495]], "atomic_forces_ev_per_a": [[0.36, 0.08, -0.06], [-0.44, 0.29, 0.08], [-0.04, 0.64, 0.58], [0.27, 0.29, -1.15], [-3.38, -2.01, 1.27], [2.80, 0.56, -0.13], [0.41, 0.17, -0.84], [0.03, -0.03, 0.26]], "nbo_charge": [0.217, 0.111, 0.014, 0.021, -0.512, -0.280, 0.211, 0.218], "e_above_lowest_ev": 1.888, "charge": 0, "homo_ev": -9.282, "energy_ev": -105292.19806, "e_lumo_ev": -0.038, "max_force_ev_per_a": 4.1}



{"formula": "C2H2BrCl3", "method": "ωB97M-V with the def2-TZVPD basis set", "symbols": ["Br", "Cl", "Cl", "Cl", "C", "C", "H", "H"], "coordinates": [[2.067, 0.767, -0.330], [-2.082, -0.314, 0.423], [-0.149, -1.313, -1.532], [0.779, -1.473, 1.431], [0.451, 0.291, 0.549], [-0.518, 0.024, -0.489], [-0.814, 0.885, -1.147], [0.265, 1.132, 1.094]], "atomic_forces_ev_per_a": [[1.00, 0.28, -0.15], [0.19, 0.14, -0.41], [0.04, -0.27, -0.50], [-0.43, 2.84, -0.41], [2.84, -3.90, -0.83], [-3.44, 0.09, -1.01], [0.78, -0.62, 0.88], [-0.98, 1.45, 2.43]], "nbo_charge": [0.084, -0.049, 0.047, -0.086, -0.208, -0.289, 0.270, 0.231], "e_above_lowest_ev": 0.675, "charge": 0, "homo_ev": -10.791, "energy_ev": -109715.26888, "e_lumo_ev": -0.214, "smiles": "ClC(Cl)[C@@H](Cl)Br", "max_force_ev_per_a": 4.9}



{"formula": "C2H2BrClO", "method": "ωB97M-V with the def2-TZVPD basis set", "symbols": ["Br", "Cl", "O", "C", "C", "H", "H"], "coordinates": [[2.892, 0.483, -1.177], [-1.987, -0.099, 1.499], [0.930, -0.324, -0.962], [0.275, -0.278, 0.119], [-1.073, 0.484, 0.239], [0.470, -0.904, 0.995], [-1.507, 0.638, -0.713]], "atomic_forces_ev_per_a": [[1.16, 0.46, 0.01], [-0.85, 0.18, 0.72], [-2.30, -0.25, 1.67], [-2.15, 1.45, -1.09], [4.28, -2.94, -0.67], [0.65, 0.18, 0.01], [-0.78, 0.93, -0.65]], "nbo_charge": [-0.016, 0.093, -0.512, 0.308, -0.238, 0.153, 0.212], "e_above_lowest_ev": 3.461, "charge": 0, "homo_ev": [-9.382, -9.796], "energy_ev": -86715.00595, "e_lumo_ev": [-2.141, -1.730], "smiles": "Cl/C=C/OBr", "max_force_ev_per_a": 5.2}



{"formula": "C2H2BrClOS", "method": "ωB97M-V with the def2-TZVPD basis set", "symbols": ["Br", "Cl", "S", "O", "C", "C", "H", "H"], "coordinates": [[2.379, 0.766, -0.255], [-0.756, -2.115, -0.988], [-0.618, 1.268, -1.263], [-0.037, -1.672, 1.495], [-0.072, -1.330, 0.373], [0.491, 0.842, 0.024], [-1.531, 1.156, -0.440], [0.146, 1.085, 1.053]], "atomic_forces_ev_per_a": [[-0.79, 0.39, 0.00], [-0.24, -0.50, -0.62], [3.20, 0.74, -2.17], [-0.05, -0.54, -0.47], [1.04, 3.55, 1.14], [-0.82, -3.53, 0.90], [-3.09, -0.20, 2.11], [0.74, 0.08, -0.89]], "nbo_charge": [0.116, -0.006, 0.135, -0.512, 0.465, -0.536, 0.104, 0.234], "e_above_lowest_ev": 2.138, "charge": 0, "homo_ev": [-8.331, -8.332], "energy_ev": -97551.22878, "e_lumo_ev": [-0.235, -0.234], "max_force_ev_per_a": 3.9}



{"formula": "C2H2BrF2I", "method": "ωB97M-V with the def2-TZVPD basis set", "symbols": ["I", "Br", "F", "F", "C", "C", "H", "H"], "coordinates": [[4.113, 0.087, -0.134], [1.079, 2.003, 0.195], [2.056, -1.846, 1.302], [2.641, -2.325, -0.733], [0.145, 0.465, 0.083], [2.477, -1.307, 0.091], [-0.498, 0.119, -0.699], [-0.080, 0.018, 1.046]], "atomic_forces_ev_per_a": [[-0.20, -0.66, 0.50], [0.05, 0.94, -0.35], [1.13, 1.32, -1.74], [-0.12, 0.10, 0.12], [-1.16, -1.06, 1.33], [-0.12, -1.18, 1.06], [0.15, 0.51, -0.83], [0.28, 0.04, -0.09]], "nbo_charge": [0.106, 0.127, -0.351, -0.330, -0.504, 0.574, 0.195, 0.184], "e_above_lowest_ev": 0.000, "charge": 0, "homo_ev": [-7.870, -10.019], "energy_ev": -85679.93493, "e_lumo_ev": [0.007, -1.521], "multiplicity": 3, "max_force_ev_per_a": 2.5}